Entry from the OMol25 dataset: a molecular structure, C29H43F10IN3O7S2 at a distorted geometry (ωB97M-V/def2-TZVPD).

```
! wB97M-V def2-TZVPD RIJCOSX def2/J DEFGRID3
* xyz 1 1
C 5.2743 2.6860 1.4945
C 4.5014 3.7948 0.7491
O 4.2235 4.9117 1.5935
C 2.9639 4.8363 2.2013
C 1.8754 5.4667 1.3458
O 0.6083 4.9770 1.7745
C -0.4423 5.3192 0.8962
C -1.4091 4.1274 0.6705
O -0.9947 2.9916 1.4007
C -1.8805 1.9080 1.1497
C -1.1195 0.6134 1.4959
N -0.8575 0.7949 2.9210
C 0.1513 0.6211 0.5641
S 1.7581 1.0167 1.3846
C 0.1223 1.3285 -0.8149
C 0.9219 2.6288 -0.9926
N 2.2620 2.3897 -1.5817
C 0.3336 -0.9394 0.4269
C 1.5483 -1.4472 -0.3406
O 2.4945 -1.9580 0.6194
C 3.5309 -2.6669 0.0844
F 3.8304 -2.3171 -1.1661
F 4.6138 -2.4429 0.8384
F 3.2737 -3.9765 0.1446
N -1.0284 -1.5509 0.2193
C -0.8360 -3.0456 0.4980
C -0.6078 -3.9334 -0.7469
C 0.2287 -5.1525 -0.4260
C 1.0768 -5.6782 -1.3506
C 1.8231 -6.7827 -1.0513
C 1.6837 -7.3723 0.1682
C 0.8130 -6.8719 1.0892
C 0.0969 -5.7489 0.7986
S -1.8772 -1.2746 -1.3141
O -2.8360 -2.3055 -1.4037
O -2.4896 0.0082 -1.2775
C -0.9418 -1.3455 -2.9162
F -1.2098 -2.5141 -3.4872
F 0.3940 -1.2538 -2.8627
C -1.4224 -0.2607 -3.9831
F -1.2335 0.9861 -3.5609
F -0.5501 -0.4429 -4.9931
C -2.8263 -0.5142 -4.6121
F -3.1804 0.6489 -5.1887
F -3.7598 -0.8384 -3.7182
F -2.7689 -1.4257 -5.5654
C -1.8312 -0.8057 1.3189
I -1.1666 -1.7648 3.3440
C -3.3431 -1.0806 1.5648
C -4.6111 -0.5200 0.9020
C -4.7989 0.9865 0.7160
O -5.0164 -1.1688 -0.3054
H 6.3030 2.6158 1.1556
H 5.1924 2.8510 2.5660
H 4.7985 1.7305 1.2628
H 3.5437 3.3636 0.4518
H 5.0489 4.1105 -0.1332
H 2.6704 3.8037 2.4275
H 3.0382 5.3591 3.1536
H 1.8714 6.5517 1.4829
H 2.0556 5.2485 0.2877
H -0.9832 6.1729 1.3118
H -0.0575 5.6401 -0.0744
H -1.4461 3.9247 -0.4048
H -2.4184 4.4211 0.9767
H -2.3036 1.9578 0.1478
H -2.7376 2.0955 1.8037
H -0.0783 1.4305 3.0751
H -1.6414 1.2783 3.3492
H 1.4696 2.2197 1.9198
H -0.8688 1.5231 -1.2112
H 0.5824 0.6449 -1.5323
H 0.9624 3.2491 -0.1029
H 0.3717 3.2203 -1.7373
H 2.1570 1.7034 -2.3239
H 2.4931 3.2391 -2.0891
H 0.7360 -1.1131 1.4301
H 1.3750 -2.2237 -1.0835
H 2.0490 -0.6334 -0.8650
H 0.0328 -3.1916 1.1240
H -1.7280 -3.4359 0.9645
H -1.5727 -4.3231 -1.0673
H -0.1850 -3.4461 -1.6274
H 1.1434 -5.1723 -2.3069
H 2.5178 -7.1804 -1.7764
H 2.2523 -8.2589 0.4056
H 0.7190 -7.3885 2.0319
H -0.5932 -5.3655 1.5383
H -3.5101 -0.8142 2.6026
H -3.4627 -2.1647 1.5831
H -5.4315 -0.7866 1.5722
H -4.1774 1.4238 -0.0602
H -5.8318 1.1174 0.3965
H -4.7272 1.4878 1.6803
H -4.9936 -0.5279 -1.0204
*
```

Summary:
- max |F| (eV Å⁻¹) = 3.5
- E (eV) = -106505.727

***

Entry from the OMol25 dataset: a molecular structure, C29H43N2O6SSbSeSi3W at a distorted geometry (ωB97M-V/def2-TZVPD).

```
! wB97M-V def2-TZVPD RIJCOSX def2/J DEFGRID3
* xyz 0 1
W -0.2370 0.3041 -1.6414
C 3.6093 2.6650 -0.3843
Sb 2.4692 0.8530 -0.0251
C 0.8164 -1.2882 -1.7854
C 1.2651 -0.8388 -3.1298
C 0.9445 -1.5273 -4.3158
C 1.3349 -0.9858 -5.5148
C 1.9765 0.2560 -5.5327
C 2.2272 0.8877 -4.3366
N 1.9264 0.3321 -3.1558
Si 1.5199 -2.9437 -1.2626
C 0.5649 -4.3173 -2.1059
C 3.3062 -2.9616 -1.8107
C 1.5010 -3.2456 0.5798
C 1.3081 0.9778 1.8817
C 0.2892 -0.1515 1.7829
C 0.0093 -0.8483 2.9591
C -0.9597 -1.8226 3.0394
C -1.6578 -2.1285 1.8917
C -1.3397 -1.4440 0.7418
N -0.4166 -0.4640 0.6378
Si 0.2892 2.6073 2.1943
C 0.3753 3.1376 3.9969
C -1.5256 2.2500 1.9807
C 0.8683 4.0753 1.1929
Si 2.5872 0.7366 3.3073
C 2.1023 0.7429 5.1289
C 3.8399 2.1293 3.2555
C 3.4953 -0.8939 3.0452
H 4.3610 2.3192 -1.0976
H 4.1126 3.1775 0.4298
H 2.9370 3.3520 -0.8954
H 0.3777 -2.4474 -4.2647
H 1.1112 -1.4958 -6.4429
H 2.2628 0.7165 -6.4681
H 2.6952 1.8640 -4.2993
H 0.9496 -4.5223 -3.1077
H -0.4887 -4.0427 -2.1953
H 0.6333 -5.2443 -1.5317
H 3.4231 -2.7525 -2.8758
H 3.7450 -3.9420 -1.6092
H 3.8759 -2.2159 -1.2498
H 0.5663 -3.6903 0.9171
H 1.6900 -2.3478 1.1651
H 2.3067 -3.9530 0.7972
H 0.5599 -0.5973 3.8488
H -1.1575 -2.3247 3.9781
H -2.4339 -2.8801 1.8603
H -1.8580 -1.6872 -0.1673
H 0.0398 2.3553 4.6812
H -0.3466 3.9578 4.0729
H 1.3367 3.5208 4.3392
H -1.8094 1.8144 1.0261
H -2.0681 3.1941 2.0917
H -1.8566 1.6000 2.7965
H 1.7001 3.8518 0.5382
H 1.1698 4.8881 1.8571
H 0.0457 4.4341 0.5702
H 1.9506 1.7608 5.4865
H 2.9819 0.3424 5.6447
H 1.2503 0.1491 5.4562
H 3.4064 3.0576 3.6318
H 4.2773 2.3333 2.2810
H 4.6531 1.8490 3.9313
H 2.9857 -1.7101 3.5634
H 4.4959 -0.8170 3.4800
H 3.6086 -1.1839 1.9992
O -8.5591 -0.9258 -1.0359
C -7.7132 0.0758 -1.3844
O -8.1301 1.1926 -1.4894
C -6.2887 -0.3092 -1.6232
C -5.7130 -1.4402 -1.0527
C -4.3834 -1.7457 -1.2937
C -3.6094 -0.9267 -2.1116
S -1.9156 -1.3694 -2.4075
C -4.1911 0.1960 -2.6965
C -5.5137 0.5092 -2.4385
H -8.1157 -1.7739 -1.1150
H -6.2792 -2.0786 -0.3828
H -3.9427 -2.6305 -0.8492
H -3.6087 0.8353 -3.3388
H -5.9597 1.3965 -2.8679
O -0.6946 1.3066 -3.2286
Se -1.5095 2.7159 -2.4035
O -1.7998 1.6013 -1.1309
O 0.8601 1.6285 -0.8645
O -2.9128 2.9650 -3.1394
*
```

Summary:
- max |F| (eV Å⁻¹) = 2.1
- E (eV) = -154215.904

***

Entry from the OMol25 dataset: 2 unconnected molecules or ions with the total composition C29H43O4Si at a distorted geometry (ωB97M-V/def2-TZVPD).

```
! wB97M-V def2-TZVPD RIJCOSX def2/J DEFGRID3
* xyz 1 1
C -1.8687 -5.4830 -1.4546
C -2.1951 -4.4748 -0.3607
C -3.3831 -3.5860 -0.7473
C -3.8109 -2.6203 0.3317
O -2.5605 -1.9800 0.7752
C -2.5699 -0.9018 1.5683
C -1.7037 -0.8755 2.6165
O -3.4326 0.0704 1.2207
Si -3.0905 1.7725 1.2825
C -1.2471 1.9804 1.3715
C -3.8240 2.3357 -0.3247
C -3.9777 2.6041 2.7687
C -2.9397 3.1945 3.7342
C -4.8487 1.5863 3.5237
C -4.8807 3.7370 2.2542
H -0.9451 -6.0075 -1.2000
H -2.6750 -6.2150 -1.5698
H -1.7283 -4.9719 -2.4148
H -2.4220 -4.9681 0.5974
H -1.3143 -3.8403 -0.1941
H -3.1172 -3.0354 -1.6600
H -4.2532 -4.2042 -1.0120
H -4.4883 -1.8596 -0.0678
H -4.2510 -3.1550 1.1855
H -1.6515 -0.0299 3.2851
H -1.1801 -1.8017 2.8123
H -0.9924 3.0496 1.2849
H -0.8178 1.6061 2.3102
H -0.7633 1.4437 0.5410
H -3.6202 3.4002 -0.5087
H -3.3874 1.7530 -1.1475
H -4.9103 2.1772 -0.3403
H -2.3026 3.9463 3.2505
H -3.4649 3.6836 4.5677
H -2.2860 2.4234 4.1619
H -5.6367 1.1671 2.8849
H -4.2604 0.7532 3.9296
H -5.3350 2.0995 4.3679
H -5.6876 3.3595 1.6148
H -5.3463 4.2425 3.1128
H -4.3224 4.4901 1.6835
C 2.4032 -6.3731 -1.1191
O 1.6861 -5.6498 -0.0939
C 1.9621 -4.3275 0.0804
C 1.4327 -3.7089 1.2422
C 1.5255 -2.3448 1.3896
C 2.1721 -1.5324 0.4119
C 2.2978 -0.1173 0.5768
C 3.1292 0.6712 -0.2231
C 3.1710 2.0638 -0.2518
C 3.8727 2.8217 -1.2412
C 4.0500 4.2316 -1.1048
C 4.7364 4.9644 -2.0417
C 5.2802 4.3209 -3.1846
O 5.9162 5.1178 -4.0826
C 6.4632 4.5285 -5.2843
C 5.1309 2.9217 -3.3460
C 4.4159 2.2012 -2.4048
C 2.7049 -2.1869 -0.7373
C 2.6680 -3.5618 -0.8735
H 2.1822 -7.4202 -0.9113
H 2.0389 -6.0968 -2.1187
H 3.4869 -6.1911 -1.0598
H 0.9556 -4.3478 1.9810
H 1.1069 -1.8780 2.2827
H 1.7467 0.3472 1.3956
H 3.8486 0.1482 -0.8585
H 2.6596 2.6223 0.5350
H 3.6355 4.7396 -0.2320
H 4.8837 6.0374 -1.9593
H 6.8882 5.3764 -5.8217
H 7.2469 3.7952 -5.0435
H 5.6786 4.0473 -5.8871
H 5.5606 2.4232 -4.2166
H 4.2590 1.1347 -2.5689
H 3.1532 -1.5939 -1.5360
H 3.1433 -4.0495 -1.7278
*
```

Summary:
- max |F| (eV Å⁻¹) = 1.4
- E (eV) = -46831.904

***

Entry from the OMol25 dataset: a molecular structure, C29H44BClN11NiS3 (ωB97M-V/def2-TZVPD).

```
! wB97M-V def2-TZVPD RIJCOSX def2/J DEFGRID3
* xyz 1 1
Ni -0.0063 -2.4477 2.5255
C -3.6965 0.5789 4.3750
C -3.0471 0.6695 3.0310
C -3.4620 1.5070 2.0493
C -2.8320 1.5066 0.7693
N -1.7936 0.7600 0.5389
N -1.3537 -0.0419 1.5322
B -0.0629 -0.8429 1.2094
N 1.1726 0.0832 1.3654
N 1.2910 1.1171 0.5094
C 2.2316 1.9949 0.7215
C 3.1211 1.8665 1.8233
C 2.9947 0.8382 2.6980
C 3.8665 0.6658 3.9004
C 1.9450 -0.0960 2.4426
S 1.6458 -1.3878 3.5121
C 2.2929 3.1569 -0.2672
C 3.3596 4.1794 0.1206
C 0.9223 3.8451 -0.2973
C 2.6190 2.5928 -1.6547
N -0.2701 -1.4824 -0.2141
N 0.4016 -1.0382 -1.2779
C 0.0539 -1.4866 -2.4583
C -1.0532 -2.3568 -2.6088
C -1.7171 -2.8321 -1.5194
C -2.8686 -3.7819 -1.6005
C -1.2202 -2.4220 -0.2563
S -1.7298 -3.1090 1.2399
C 0.8422 -0.9533 -3.6513
C 0.2969 0.4485 -3.9733
C 0.6727 -1.8558 -4.8768
C 2.3338 -0.8865 -3.2987
C -1.9383 -0.1787 2.7179
S -1.3793 -1.3803 3.8001
C -3.3549 2.3742 -0.3642
C -4.8487 2.0824 -0.5643
C -2.6117 2.0784 -1.6671
C -3.1567 3.8463 0.0222
H -4.5301 1.2736 4.4513
H -2.9767 0.7981 5.1657
H -4.0609 -0.4353 4.5510
H -4.3028 2.1648 2.2300
H 3.8910 2.6092 1.9840
H 4.6355 1.4351 3.9344
H 4.3419 -0.3173 3.8934
H 3.2697 0.7177 4.8134
H 3.1688 4.6209 1.1013
H 3.3535 4.9898 -0.6093
H 4.3630 3.7482 0.1180
H 0.7169 4.3480 0.6512
H 0.1329 3.1164 -0.4774
H 0.8981 4.5934 -1.0916
H 3.6246 2.1639 -1.6768
H 2.5732 3.3871 -2.4026
H 1.9078 1.8150 -1.9240
H -1.3684 -2.6599 -3.5982
H -3.1348 -3.9824 -2.6362
H -3.7381 -3.3776 -1.0792
H -2.6202 -4.7248 -1.1088
H -0.6977 0.3815 -4.4210
H 0.9531 0.9587 -4.6808
H 0.2159 1.0557 -3.0715
H -0.3403 -1.8219 -5.2810
H 0.9245 -2.8949 -4.6505
H 1.3436 -1.5162 -5.6673
H 2.4969 -0.3863 -2.3452
H 2.8731 -0.3432 -4.0762
H 2.7507 -1.8962 -3.2407
H -5.0122 1.0295 -0.8040
H -5.2298 2.6807 -1.3935
H -5.4417 2.3276 0.3182
H -2.7822 1.0496 -1.9927
H -1.5362 2.2125 -1.5583
H -2.9729 2.7524 -2.4456
H -3.7260 4.1116 0.9155
H -3.4946 4.4906 -0.7910
H -2.1027 4.0615 0.2121
N 4.1225 -3.6470 -0.4035
N 2.8710 -3.7700 0.1516
N 2.1011 -4.8027 -0.0965
C 1.0766 -4.5526 0.7092
N 1.2635 -3.4216 1.3951
N 2.4330 -2.9252 1.0229
H 4.1494 -4.2048 -1.2448
H 4.3241 -2.6676 -0.5449
H 0.2144 -5.1890 0.8098
Cl 0.8090 -3.9528 5.2948
C -0.2075 -4.0132 3.8169
H -1.2421 -4.0827 4.1432
H 0.0580 -4.9197 3.2761
*
```

Summary:
- max |F| (eV Å⁻¹) = 0.7
- E (eV) = -133921.104

***

Entry from the OMol25 dataset: a molecular structure, C29H44BIN7Pt (ωB97M-V/def2-TZVPD).

```
! wB97M-V def2-TZVPD RIJCOSX def2/J DEFGRID3
* xyz 3 1
Pt 0.0080 0.2586 -0.4948
C 0.4464 1.0926 4.7711
C 0.0835 1.4268 3.3673
C -0.6053 2.5356 2.8770
C -0.7578 2.3571 1.5117
N -0.1300 1.1993 1.2125
N 0.3519 0.6119 2.3338
B 0.6709 -0.9035 2.2582
N -0.5734 -1.5714 1.6205
N -1.1203 -1.1624 0.4174
C -2.1946 -1.9545 0.1437
C -2.3015 -2.8715 1.1807
C -1.2900 -2.6075 2.0860
C -0.9964 -3.3029 3.3702
C -3.1789 -1.8378 -1.0071
C -4.3137 -0.8825 -0.6058
C -2.5317 -1.3537 -2.3017
C -3.7943 -3.2197 -1.2733
N 1.8362 -1.0881 1.2527
N 1.5221 -0.8807 -0.0430
C 2.4376 -1.4235 -0.8662
C 3.4041 -1.9801 -0.0400
C 2.9933 -1.7764 1.2774
C 3.6166 -2.2500 2.5421
C 2.2202 -1.5224 -2.3517
C 3.3859 -0.8827 -3.1183
C 0.9179 -0.8126 -2.7674
C 2.1091 -3.0181 -2.6977
C -1.5186 3.1572 0.4926
C -2.0000 2.2388 -0.6331
C -0.7036 4.3647 0.0087
C -2.8171 3.6818 1.1445
H 0.3079 1.9664 5.4028
H 1.4825 0.7668 4.8485
H -0.1921 0.2945 5.1526
H -0.9814 3.3597 3.4601
H 0.9284 -1.3515 3.3224
H -3.0495 -3.6371 1.2833
H -1.7067 -4.1133 3.5106
H -1.0857 -2.6236 4.2179
H 0.0075 -3.7267 3.3736
H -3.9651 0.1466 -0.5159
H -4.7722 -1.1816 0.3362
H -5.0868 -0.8973 -1.3744
H -2.1884 -0.3129 -2.2278
H -3.2695 -1.3694 -3.1037
H -1.7072 -2.0005 -2.6038
H -4.3701 -3.5767 -0.4212
H -3.0354 -3.9625 -1.5223
H -4.4826 -3.1436 -2.1143
H 4.2798 -2.5236 -0.3556
H 4.6018 -2.6599 2.3346
H 3.0119 -3.0347 2.9988
H 3.7207 -1.4390 3.2617
H 3.5097 0.1705 -2.8551
H 3.2105 -0.9541 -4.1922
H 4.3180 -1.4025 -2.8997
H 1.0840 0.2064 -3.0918
H 0.0898 -0.9303 -1.9779
H 0.4097 -1.3156 -3.5926
H 3.0145 -3.5523 -2.4146
H 1.9757 -3.1356 -3.7737
H 1.2631 -3.4843 -2.1883
H -1.2080 1.5485 -1.1482
H -2.3364 2.7798 -1.5193
H -2.7640 1.5453 -0.2948
H 0.2525 4.0922 -0.4312
H -0.5019 5.0263 0.8504
H -1.2791 4.9300 -0.7257
H -3.3998 2.8768 1.5921
H -3.4307 4.1857 0.3970
H -2.5792 4.4146 1.9144
I 1.4086 4.5104 -4.4356
C 1.8752 3.4630 -2.7152
C 3.0148 3.7441 -1.9611
C 3.2583 3.0223 -0.8032
C 2.3791 2.0280 -0.4227
N 1.2894 1.7495 -1.1581
C 1.0327 2.4596 -2.2742
H 3.6978 4.5240 -2.2732
H 4.1281 3.2250 -0.1934
H 2.5358 1.4468 0.4755
H 0.1277 2.2236 -2.8196
*
```

Summary:
- max |F| (eV Å⁻¹) = 0.5
- E (eV) = -53216.782